Below is a molecular structure, C18H36B2BiF4N8O4Se, with properties calculated with wB97M-V/def2-TZVPD.

E_HOMO in eV: -10.75
Charge: +1
Lowest unoccupied orbital energy in eV: -3.40

Cartesian coordinates (Å):
Bi (-0.88102, 0.04997, -0.35358)
Se (-2.31536, 2.31642, 0.83533)
F (-0.50532, -2.07493, 3.66530)
F (-1.55412, -1.11051, 1.80427)
F (-0.96927, 1.06482, -2.57628)
F (0.47374, 1.97195, -4.18879)
O (0.96374, 2.25129, -1.94824)
O (1.10304, 0.03883, -3.08726)
O (0.38740, -0.17055, 2.72639)
O (0.42603, -2.39921, 1.57325)
N (-4.78872, -3.27800, -1.73007)
N (0.65359, -1.81900, 0.36023)
N (0.79445, 1.73879, -0.71424)
N (0.88597, -0.69970, -1.97722)
N (-1.93431, 1.66762, 3.59773)
N (-2.93953, -1.70949, -0.94364)
N (-2.76014, 1.34989, 2.47004)
N (0.50227, 0.56717, 1.58323)
C (1.37423, -2.45022, -0.48189)
C (-4.26015, -2.53313, -2.87082)
C (-1.65560, 2.06734, 5.91819)
C (-3.30322, 0.32173, 5.18661)
C (1.40876, 1.45877, 1.53897)
C (2.68936, -2.18646, -2.71033)
C (1.55329, 2.16117, 0.22073)
C (-3.15267, -1.55423, -2.39873)
C (-2.56744, -3.11013, -0.65913)
C (-3.77724, 2.76196, 4.77657)
C (2.57338, 3.23297, 0.04406)
C (1.98120, -3.78973, -0.23920)
C (-3.71118, -4.05354, -1.12028)
C (1.61961, -1.72426, -1.78019)
C (2.33634, 1.78329, 2.65791)
C (-2.69094, 1.68870, 4.86854)
C (-4.19815, -1.39647, -0.24177)
C (-5.32430, -2.34057, -0.74674)
B (0.39775, 1.34911, -3.00420)
B (-0.28125, -1.48012, 2.47876)
H (3.06904, -3.71503, -0.19320)
H (-2.73969, 0.34394, 2.27912)
H (2.39265, -3.11702, -3.19865)
H (-3.86941, -3.24727, -3.59609)
H (2.86672, -1.43600, -3.47398)
H (-2.36894, -3.19878, 0.40960)
H (-5.08084, -1.99575, -3.34598)
H (3.61209, -2.38306, -2.16399)
H (2.51381, 3.65084, -0.95464)
H (-3.40299, 3.65919, 4.28092)
H (-0.87051, 1.31055, 5.98280)
H (-4.12166, -4.61015, -0.27723)
H (-4.09907, 3.04168, 5.77876)
H (-4.67647, 2.41210, 4.25869)
H (-1.16632, 1.00261, 3.59237)
H (1.61751, -4.20720, 0.69386)
H (-1.63605, -3.32278, -1.19149)
H (-2.52491, -0.43752, 5.28508)
H (3.57670, 2.83436, 0.20482)
H (-3.86751, 0.35510, 6.11917)
H (2.21043, 2.82590, 2.95495)
H (-1.19782, 3.02702, 5.67849)
H (-4.02127, -1.52701, 0.82912)
H (-2.13047, 2.13877, 6.89628)
H (2.15024, 1.14093, 3.51182)
H (-3.99771, 0.00228, 4.40336)
H (2.41246, 4.02281, 0.77931)
H (-4.43910, -0.34714, -0.42983)
H (3.36983, 1.65988, 2.33110)
H (-3.71976, 1.60628, 2.69092)
H (-5.75503, -2.91084, 0.07681)
H (-2.20223, -1.74509, -2.90366)
H (-6.12922, -1.77351, -1.21494)
H (-3.42279, -0.51381, -2.59270)
H (-3.35258, -4.77852, -1.85152)
H (1.73842, -4.46219, -1.06351)

Results of the Löwdin charge analysis, in e, for atoms 1 through 4: atom 1 (Bi): 1.86, atom 2 (Se): 0.56, atom 3 (F): 0.23, atom 4 (F): -0.06

=====

Below is 5 unconnected molecules or ions with the total composition C18H36BF9O10S4 at a distorted geometry, with properties calculated with wB97M-V/def2-TZVPD.

E_HOMO in eV: -8.48
Charge: 0
Lowest unoccupied orbital energy in eV: 0.54

Cartesian coordinates (Å):
S (-1.74670, -8.40040, -6.02287)
S (0.70676, 6.92357, 4.06373)
S (-3.97745, -3.38660, -3.60313)
S (2.02671, -1.46234, 6.44902)
F (-0.18313, 6.11611, -1.13433)
F (-0.36027, 5.17328, 0.89206)
F (0.21458, 3.59339, -2.46997)
F (2.32047, 4.88750, 1.14288)
F (2.82331, 3.18019, -1.29129)
F (2.05284, 6.61555, -0.25951)
F (2.64346, 5.18016, -2.48255)
F (4.13322, 4.93655, -0.83405)
F (-1.65201, 3.91758, -1.28725)
O (0.53000, 1.31975, -1.25420)
O (-1.93642, -6.91861, -6.00373)
O (1.04583, 5.63123, 4.73286)
O (1.96373, -1.06988, 5.00668)
O (-1.41560, 1.76415, -0.11542)
O (-1.14080, 1.01766, -2.92350)
O (-1.20353, -1.61057, -0.61167)
O (0.15456, -1.89955, -2.68778)
O (0.57256, 0.90171, 1.48344)
O (-4.12506, -3.76960, -2.16437)
C (-0.41533, 0.57415, -2.02439)
C (-0.24269, 3.71182, -1.12667)
C (-3.21763, -9.12392, -6.77873)
C (-2.21485, -3.18213, -3.92870)
C (0.68858, 2.27181, 0.98543)
C (0.99191, -2.92645, 6.65572)
C (2.09144, 7.36262, 2.99804)
C (2.46886, -0.57934, 2.25645)
C (0.95908, 8.23910, 5.27421)
C (0.94745, -0.33960, 7.36151)
C (1.83505, 5.20760, -0.16457)
C (1.49355, 0.67660, 2.57086)
C (1.26403, -1.21680, -3.32742)
C (-4.17615, -4.88641, -4.58598)
C (-0.09188, 2.29018, -0.39795)
C (2.82279, 4.56333, -1.22642)
C (-2.07551, -9.00875, -4.35528)
C (0.27084, 4.99712, -0.37497)
B (-0.50331, -1.04832, -1.72960)
H (-3.24152, -8.83704, -7.83063)
H (1.95697, 8.15918, 5.70880)
H (-2.06426, -10.09989, -4.35678)
H (-0.04206, -0.31793, 6.90171)
H (-4.11432, -8.75085, -6.28069)
H (-3.04368, -8.64278, -4.00897)
H (1.94967, -0.67304, -2.59091)
H (0.97478, 0.40274, 3.55794)
H (-3.16930, -10.21139, -6.70153)
H (-5.21013, -5.22347, -4.49727)
H (1.93343, 8.35933, 2.58215)
H (0.83635, 9.20884, 4.78912)
H (-3.95557, -4.66869, -5.63191)
H (-1.66877, -4.06741, -3.59951)
H (2.65251, -1.18052, 3.20962)
H (0.91627, -3.17190, 7.71630)
H (0.87325, -0.66889, 8.39913)
H (2.18084, 1.55122, 2.80613)
H (-1.78119, 2.20299, 0.67989)
H (1.81677, 2.45324, 0.90166)
H (1.93994, -1.97322, -3.86766)
H (3.02314, 7.33666, 3.56625)
H (-2.05762, -3.01874, -4.99614)
H (3.48962, -0.24943, 1.86600)
H (-1.86310, -2.31599, -3.37696)
H (-1.29132, -8.64038, -3.69337)
H (2.13854, 6.63824, 2.18752)
H (1.96145, -1.25830, 1.49962)
H (0.21154, 2.91665, 1.80886)
H (0.21178, 8.13157, 6.06084)
H (-3.50806, -5.66541, -4.21646)
H (-0.00043, -2.74297, 6.24020)
H (1.38347, 0.65929, 7.32980)
H (-2.16445, -1.61859, -0.84344)
H (1.45900, -3.75683, 6.12500)
H (0.92319, -0.48973, -4.15091)

Results of the Löwdin charge analysis, in e, for atoms 1 through 4: atom 1 (S): 0.81, atom 2 (S): 0.80, atom 3 (S): 0.81, atom 4 (S): 0.85

=====

Below is a molecular structure, C18H36BeNO21 at a distorted geometry, with properties calculated with wB97M-V/def2-TZVPD.

E_HOMO in eV: -10.79
Charge: +1
Lowest unoccupied orbital energy in eV: -2.58
Energy above the lowest of the compared OMol25 structures with the same formula, charge and spin in kcal per mole: 527.2

Cartesian coordinates (Å):
O (1.22574, 4.35850, 0.25430)
O (0.63524, 0.35680, -0.96099)
O (-3.61117, 1.62424, 0.17544)
O (-1.15479, -0.31334, -1.86499)
O (-0.01456, -3.84550, -2.86183)
O (-0.53162, -1.83255, -1.94808)
O (-1.70200, 0.26832, 0.03496)
O (2.26046, 2.84046, -0.90827)
O (-2.73725, 1.13206, -2.66684)
O (-0.41668, -0.95085, 1.01961)
O (2.07473, 2.64636, 1.39279)
O (2.60110, -0.51599, -1.06483)
O (1.94177, -3.37870, 2.91050)
O (2.48178, -1.72528, 4.27861)
O (0.61776, 0.44837, 2.49071)
O (1.01890, -1.68283, -0.57724)
O (-1.65554, 2.51045, -0.29738)
O (-0.67542, 1.65298, -2.95076)
O (2.87057, -1.36984, 2.40047)
O (-0.72762, -1.08837, 3.31302)
O (-1.73628, -2.89812, -3.63066)
N (1.45746, -0.59701, -0.78384)
C (2.84798, 1.54602, -1.07046)
C (1.28136, 1.29805, 1.55950)
C (2.74066, -1.36819, 1.02495)
C (-3.84448, 0.52115, -2.13008)
C (-0.76198, -2.78177, -2.74477)
C (-2.59940, -1.78796, -4.05839)
C (-0.13222, -0.56636, 2.15502)
C (0.64737, 5.02139, 1.35115)
C (2.42944, -2.46466, 5.46570)
C (1.88053, 3.25387, 0.32300)
C (0.70919, 1.47694, -2.96021)
C (2.30713, -2.21382, 3.14439)
C (-0.22325, 2.55474, -0.20354)
C (-4.39678, 0.57527, 0.63720)
C (-1.47853, 0.75533, -2.45810)
C (-1.68322, -2.03986, 3.16817)
C (1.29430, -3.95673, -2.30293)
C (-2.26968, 1.37507, -0.03102)
Be (-0.84645, -1.14449, -0.60318)
H (2.12875, -4.04123, -2.99910)
H (1.03213, 2.31709, 1.85538)
H (-4.18828, 0.38053, 1.68920)
H (1.52605, -3.13177, -1.62925)
H (-3.51274, 0.00762, -1.22766)
H (1.01602, 0.43200, -3.00573)
H (-2.57180, -1.68011, -5.14270)
H (2.48242, -1.82877, 6.34941)
H (3.15192, -3.27440, 5.36353)
H (-4.31507, -0.10146, -2.89100)
H (2.62236, -2.34425, 0.55440)
H (-1.37914, -2.93095, 2.61900)
H (0.26171, 1.92588, -0.95017)
H (1.95485, -0.68020, 0.71307)
H (1.22423, -4.80459, -1.62152)
H (0.38768, 6.05892, 1.14093)
H (2.75637, 0.83992, -0.24514)
H (-4.70520, 1.16211, -1.93923)
H (1.48087, 5.11604, 2.04715)
H (2.44545, 0.93604, -1.87916)
H (-2.35502, -0.82131, -3.61799)
H (3.63625, -1.05204, 0.49010)
H (-4.27920, -0.28148, -0.02631)
H (-2.60367, -1.71753, 2.68136)
H (2.34419, 1.05639, 1.55016)
H (-3.64424, -1.98797, -3.82091)
H (1.43064, -2.90088, 5.45099)
H (0.17923, 3.56659, -0.25115)
H (-1.86657, -2.35455, 4.19551)
H (-0.26670, 4.49105, 1.61823)
H (0.89637, 1.07977, 0.56338)
H (3.92158, 1.67100, -1.21135)
H (-0.05766, 2.21521, 0.81890)
H (1.04988, 2.09158, -2.12700)
H (-5.44610, 0.86903, 0.66439)
H (1.13787, 2.02255, -3.80084)

Results of the Löwdin charge analysis, in e, for atoms 1 through 4: atom 1 (O): -0.03, atom 2 (O): -0.14, atom 3 (O): 0.00, atom 4 (O): -0.06

=====

Below is 3 unconnected molecules or ions with the total composition C18H36BrN3O9P at a distorted geometry, with properties calculated with wB97M-V/def2-TZVPD.

E_HOMO in eV: -12.70
Charge: +1
Lowest unoccupied orbital energy in eV: -3.41

Cartesian coordinates (Å):
Br (-1.15426, 2.51268, 3.36144)
P (1.06904, 0.01313, 1.65789)
O (2.33496, -0.40731, 2.26055)
O (-1.30807, -6.11731, 2.37753)
O (-0.14772, -0.45748, 2.55328)
O (-5.19158, 0.44337, -1.34740)
O (-0.42601, -5.04014, 0.59636)
O (-1.77713, -4.03235, 2.09636)
O (-6.82106, -0.36031, -0.00247)
O (-6.81101, -0.66887, -2.23791)
O (0.90819, -0.57435, 0.19966)
N (2.58315, 2.12884, -0.24748)
N (0.98835, 1.73587, 1.52247)
N (0.40912, 3.02739, -0.33249)
C (1.41734, 2.26755, 0.27081)
C (-0.62722, -7.32640, 1.99778)
C (4.23454, 3.50720, -1.53766)
C (4.27207, 2.01563, 1.47120)
C (-1.10345, -5.07104, 1.59210)
C (-0.43127, 2.20969, 1.61567)
C (-3.79638, -0.09618, 0.57696)
C (2.94728, 2.67744, -1.57449)
C (5.70778, 4.16516, -3.50107)
C (-1.58003, -2.82227, 1.37370)
C (-4.53159, 0.97719, -0.20000)
C (3.65897, 1.42048, 0.43989)
C (-7.99657, -1.46356, -2.10898)
C (3.11366, 1.48201, -2.55795)
C (-6.33046, -0.21257, -1.08900)
C (4.32412, 4.30247, -2.86926)
C (0.83887, -7.28634, 2.37039)
C (-0.24242, 3.54852, 0.88167)
H (0.95607, -7.06259, 3.43140)
H (3.87882, 0.40890, 0.13293)
H (4.04709, 1.58236, -3.10024)
H (0.06696, -0.12970, 3.44276)
H (4.13560, 5.35503, -2.66887)
H (-5.24298, 1.50886, 0.43190)
H (-2.26089, -2.08385, 1.78601)
H (-1.09977, 1.67124, 0.94420)
H (2.26523, 1.45071, -3.23441)
H (3.14881, 0.52829, -2.03731)
H (-8.35185, -1.65716, -3.11621)
H (-1.12836, -8.12467, 2.54054)
H (1.31011, -8.24510, 2.15703)
H (-3.82449, 1.71281, -0.58617)
H (5.33374, 1.87486, 1.61594)
H (5.95966, 3.13296, -3.73146)
H (0.52735, 4.04647, 1.46931)
H (-3.11412, -0.64339, -0.07804)
H (6.43438, 4.62545, -2.83675)
H (-3.22467, 0.34535, 1.39663)
H (4.20165, 4.19731, -0.69632)
H (5.72121, 4.71795, -4.43902)
H (-0.76706, -7.51415, 0.93378)
H (2.16462, 3.29717, -1.99200)
H (3.53889, 3.96067, -3.54245)
H (-8.76415, -0.93189, -1.55219)
H (-1.12135, 4.16462, 0.75651)
H (3.68984, 2.59763, 2.17703)
H (1.36536, -6.51340, 1.81180)
H (-0.20469, 2.49220, -0.93708)
H (1.35414, -1.43553, 0.18808)
H (-0.56116, -2.47927, 1.50337)
H (5.08959, 2.83989, -1.47393)
H (-4.48975, -0.82145, 0.99961)
H (-1.80181, -2.95836, 0.31573)
H (-7.76322, -2.40838, -1.62163)

Results of the Löwdin charge analysis, in e, for atoms 1 through 4: atom 1 (Br): 0.83, atom 2 (P): 0.39, atom 3 (O): -0.23, atom 4 (O): 0.05

=====

- Which of these has the lowest E_HOMO?
  C18H36BrN3O9P